--- w ---
Computed, not measured: a 2-piece molecular cluster, C2H8N3O2 overall, with wB97M-V/def2-TZVPD.

Output
LUMO (alpha / beta) = -7.644 / -7.646 eV
Kohn-Sham gap (alpha / beta) = 6.7 / 6.7 eV
E_HOMO (alpha / beta) = -14.376 / -14.374 eV
net charge = +1

Cartesian coordinates (Å):
1 C -2.600 -0.388 0.077
2 C 1.807 -1.523 0.087
3 N -0.684 0.888 0.037
4 N 1.108 2.168 -0.438
5 N 0.541 1.024 -0.099
6 O -1.146 -0.319 0.209
7 O 2.007 -0.309 0.451
8 H -2.820 -1.188 -0.688
9 H -3.090 0.656 0.059
10 H -3.117 -0.838 0.974
11 H 2.961 -1.958 -0.041
12 H 1.517 -1.652 -0.947
13 H 1.205 -2.070 0.779
14 H 0.425 2.961 -0.572
15 H 1.886 2.547 0.113

Charges obtained by natural (NBO) population analysis, quoted in units of e:
1 C -0.30
2 C -0.27
3 N 0.16
4 N -0.58
5 N 0.20
6 O -0.30
7 O -0.22
8 H 0.23
9 H 0.24
10 H 0.23
11 H 0.33
12 H 0.25
13 H 0.19
14 H 0.41
15 H 0.43



--- x ---
Computed, not measured: a 2-piece molecular cluster, C2H8N3O2 overall, with wB97M-V/def2-TZVPD.

Output
LUMO (alpha / beta) = -7.008 / -7.017 eV
Kohn-Sham gap (alpha / beta) = 7.8 / 7.8 eV
E_HOMO (alpha / beta) = -14.828 / -14.828 eV
net charge = +1

Cartesian coordinates (Å):
1 C 2.138 0.258 1.563
2 C -1.580 1.419 -0.792
3 N 0.600 -0.841 0.280
4 N -0.688 -2.098 -1.170
5 N -0.250 -1.031 -0.569
6 O 0.873 0.329 0.875
7 O -1.692 0.127 -0.987
8 H 2.778 0.765 0.754
9 H 2.493 -0.849 1.917
10 H 2.235 0.984 2.407
11 H -2.512 1.985 -0.671
12 H -1.073 2.076 -1.453
13 H -1.212 1.743 0.134
14 H -0.562 -2.878 -0.558
15 H -1.548 -1.990 -1.729

Charges obtained by natural (NBO) population analysis, quoted in units of e:
1 C -0.30
2 C -0.32
3 N 0.18
4 N -0.55
5 N 0.31
6 O -0.28
7 O -0.32
8 H 0.22
9 H 0.25
10 H 0.25
11 H 0.29
12 H 0.19
13 H 0.22
14 H 0.42
15 H 0.46



It comes down to w, which is 11.1 kJ/mol more stable than the next structure.



--- w ---
Computed, not measured: an isolated molecule of C4H3N, with wB97M-V/def2-TZVPD.

Output
LUMO = 0.027 eV
Kohn-Sham gap = 8.6 eV
E_HOMO = -8.568 eV
net charge = 0

Cartesian coordinates (Å):
1 C 1.138 0.571 0.052
2 C 0.539 -0.761 0.260
3 C 0.098 1.450 -0.035
4 C -0.692 -0.647 -0.021
5 N -1.747 -0.004 0.091
6 H 2.133 1.045 0.009
7 H 1.046 -1.732 0.339
8 H -2.514 0.079 -0.695

Charges obtained by natural (NBO) population analysis, quoted in units of e:
1 C -0.54
2 C -0.40
3 C 0.19
4 C 0.39
5 N -0.58
6 H 0.28
7 H 0.25
8 H 0.41



--- x ---
Computed, not measured: a 2-piece molecular cluster, C4H3N overall, with wB97M-V/def2-TZVPD.

Output
LUMO (alpha / beta) = -1.361 / -1.407 eV
Kohn-Sham gap (alpha / beta) = 7.7 / 7.7 eV
E_HOMO (alpha / beta) = -9.039 / -9.081 eV
net charge = 0

Cartesian coordinates (Å):
1 C 0.106 -2.328 -0.429
2 C -0.058 0.873 0.099
3 C -0.296 2.130 -0.064
4 C 0.772 -1.613 0.475
5 N -0.262 -2.994 -1.321
6 H -1.284 2.571 -0.085
7 H 0.515 2.839 -0.179
8 H 0.507 -1.478 1.504

Charges obtained by natural (NBO) population analysis, quoted in units of e:
1 C 0.04
2 C 0.30
3 C -0.79
4 C -0.09
5 N -0.23
6 H 0.29
7 H 0.30
8 H 0.18



It comes down to w, which is 143.4 kJ/mol more stable than the next structure.



--- w ---
Computed, not measured: an isolated molecule of CH4N2O3, with wB97M-V/def2-TZVPD.

Output
LUMO = -0.255 eV
Kohn-Sham gap = 10.7 eV
E_HOMO = -10.916 eV
SMILES = N[C@@H](O)[N+](=O)[O-]
net charge = 0

Cartesian coordinates (Å):
1 N -0.178 -0.862 1.048
2 C 0.217 -0.199 -0.351
3 O -0.688 -0.661 -1.314
4 N 0.149 1.269 -0.294
5 O 1.156 1.792 0.104
6 O -0.933 1.775 -0.507
7 H 0.144 -1.772 1.192
8 H 0.419 -0.328 1.661
9 H 1.255 -0.485 -0.474
10 H -1.541 -0.529 -1.065

Charges obtained by natural (NBO) population analysis, quoted in units of e:
1 N -0.83
2 C 0.32
3 O -0.68
4 N 0.50
5 O -0.36
6 O -0.35
7 H 0.37
8 H 0.35
9 H 0.20
10 H 0.49



--- x ---
Computed, not measured: an isolated molecule of CH4N2O3, with wB97M-V/def2-TZVPD.

Output
LUMO = 0.220 eV
Kohn-Sham gap = 10.8 eV
E_HOMO = -10.614 eV
SMILES = N[C@@H](O)[N+](=O)[O-]
net charge = 0

Cartesian coordinates (Å):
1 N 0.558 1.212 0.047
2 C -0.367 0.199 -0.355
3 O 0.051 -0.290 -1.542
4 N -0.480 -1.047 0.640
5 O -0.578 -0.620 1.814
6 O -0.413 -2.164 0.259
7 H 1.330 0.627 0.380
8 H 0.269 1.868 0.785
9 H -1.399 0.659 -0.480
10 H 1.028 -0.444 -1.547

Charges obtained by natural (NBO) population analysis, quoted in units of e:
1 N -0.82
2 C 0.32
3 O -0.68
4 N 0.49
5 O -0.43
6 O -0.31
7 H 0.36
8 H 0.39
9 H 0.20
10 H 0.48



--- y ---
Computed, not measured: a 2-piece molecular cluster, CH4N2O3 overall, with wB97M-V/def2-TZVPD.

Output
LUMO (alpha / beta) = -1.287 / -1.207 eV
Kohn-Sham gap (alpha / beta) = 7.5 / 8.9 eV
E_HOMO (alpha / beta) = -8.784 / -10.098 eV
net charge = 0

Cartesian coordinates (Å):
1 C -0.118 0.298 0.505
2 N -1.172 0.945 0.062
3 N 1.193 0.309 -0.114
4 O 1.971 -0.322 0.565
5 O 1.327 0.875 -1.167
6 O -0.252 -1.698 -0.672
7 H -0.177 -0.096 1.585
8 H -2.106 0.743 0.451
9 H -1.214 1.082 -0.956
10 H 0.547 -2.135 -0.259

Charges obtained by natural (NBO) population analysis, quoted in units of e:
1 C 0.30
2 N -0.73
3 N 0.49
4 O -0.37
5 O -0.35
6 O -0.86
7 H 0.25
8 H 0.43
9 H 0.43
10 H 0.43



It comes down to x, which is 35.9 kJ/mol more stable than the next structure.



--- w ---
Computed, not measured: a 4-piece molecular cluster, C2H11O4 overall, with wB97M-V/def2-TZVPD.

Output
LUMO = 4.022 eV
Kohn-Sham gap = 8.5 eV
E_HOMO = -4.460 eV
net charge = -1

Cartesian coordinates (Å):
1 C -0.477 -0.106 0.858
2 O 0.395 -0.197 -0.213
3 C -1.416 -1.293 1.042
4 H -1.060 0.734 0.811
5 H 0.168 -0.151 1.729
6 H -1.279 -1.730 1.988
7 H -1.364 -2.068 0.185
8 H -2.432 -0.754 1.052
9 H -0.175 0.191 -3.118
10 H -0.033 -0.555 -1.684
11 O -0.279 -0.624 -2.729
12 H 2.629 -0.821 1.409
13 H 1.878 0.045 0.392
14 O 2.785 -0.066 0.846
15 H 0.070 3.189 -0.462
16 H 0.251 1.627 -0.885
17 O 0.341 2.579 -1.222

Charges obtained by natural (NBO) population analysis, quoted in units of e:
1 C -0.05
2 O -0.96
3 C -0.63
4 H 0.12
5 H 0.12
6 H 0.18
7 H 0.22
8 H 0.18
9 H 0.45
10 H 0.52
11 O -1.05
12 H 0.44
13 H 0.51
14 O -1.02
15 H 0.45
16 H 0.52
17 O -1.00



--- x ---
Computed, not measured: a 4-piece molecular cluster, C2H11O4 overall, with wB97M-V/def2-TZVPD.

Output
LUMO = 4.091 eV
Kohn-Sham gap = 8.6 eV
E_HOMO = -4.490 eV
net charge = -1

Cartesian coordinates (Å):
1 C -0.135 0.199 -0.907
2 O 0.110 -0.289 0.381
3 C -1.592 -0.111 -1.328
4 H 0.497 -0.396 -1.596
5 H 0.045 1.277 -1.035
6 H -1.745 0.122 -2.396
7 H -2.278 0.513 -0.752
8 H -1.816 -1.155 -1.129
9 H 2.474 -1.981 0.365
10 H 1.022 -1.678 0.250
11 O 1.685 -2.387 -0.017
12 H -1.860 1.652 1.683
13 H -0.853 0.393 1.519
14 O -1.576 0.826 2.071
15 H 1.967 1.470 1.584
16 H 1.665 0.461 0.496
17 O 2.388 1.084 0.811

Charges obtained by natural (NBO) population analysis, quoted in units of e:
1 C -0.06
2 O -0.97
3 C -0.63
4 H 0.14
5 H 0.13
6 H 0.17
7 H 0.19
8 H 0.20
9 H 0.45
10 H 0.51
11 O -1.01
12 H 0.44
13 H 0.52
14 O -1.03
15 H 0.45
16 H 0.51
17 O -1.01



It comes down to x, which is 85.2 kJ/mol more stable than the next structure.



--- w ---
Computed, not measured: C2H3FI2 as an isolated structure, with wB97M-V/def2-TZVPD.

Output
LUMO (alpha / beta) = -1.362 / -0.365 eV
Kohn-Sham gap (alpha / beta) = 7.5 / 8.4 eV
E_HOMO (alpha / beta) = -8.866 / -8.745 eV
net charge = 0

Cartesian coordinates (Å):
1 C 1.799 0.201 0.387
2 C -1.398 -0.256 -0.548
3 F -1.805 -0.103 -1.796
4 I -1.938 -2.087 0.324
5 I -1.974 1.521 0.448
6 H 1.101 1.041 0.499
7 H 1.559 -0.737 0.833
8 H 2.656 0.420 -0.147

Charges obtained by natural (NBO) population analysis, quoted in units of e:
1 C -0.49
2 C 0.01
3 F -0.36
4 I 0.19
5 I 0.15
6 H 0.16
7 H 0.17
8 H 0.16



--- x ---
Computed, not measured: C2H3FI2 as an isolated structure, with wB97M-V/def2-TZVPD.

Output
LUMO = -0.681 eV
Kohn-Sham gap = 8.2 eV
E_HOMO = -8.872 eV
net charge = 0

Cartesian coordinates (Å):
1 C 0.440 0.290 -1.100
2 C -0.486 -0.219 0.856
3 F -1.785 -0.038 0.587
4 I 0.037 -2.229 1.218
5 I 0.364 1.262 2.251
6 H 1.480 0.061 -0.946
7 H -0.277 -0.474 -1.565
8 H 0.228 1.347 -1.300

Charges obtained by natural (NBO) population analysis, quoted in units of e:
1 C -0.52
2 C -0.04
3 F -0.38
4 I 0.18
5 I 0.12
6 H 0.20
7 H 0.21
8 H 0.20



It comes down to x, which is 141.4 kJ/mol more stable than the next structure.



--- w ---
Computed, not measured: a 2-piece molecular cluster, C8H19NO overall, with wB97M-V/def2-TZVPD.

Output
LUMO = 0.757 eV
Kohn-Sham gap = 10.1 eV
E_HOMO = -9.337 eV
SMILES = CC(C)(C)C(N)=O.CCC
net charge = 0

Cartesian coordinates (Å):
1 C 2.213 1.985 0.071
2 C 1.361 0.717 0.044
3 C 1.535 -0.035 1.365
4 C 1.785 -0.170 -1.128
5 C -0.240 1.295 -0.055
6 N -0.551 1.845 -1.280
7 O -0.781 1.695 0.968
8 H 2.150 2.538 -0.872
9 H 1.892 2.654 0.875
10 H 3.271 1.750 0.235
11 H 2.594 -0.218 1.584
12 H 1.117 0.528 2.205
13 H 1.061 -1.021 1.327
14 H 1.202 -1.095 -1.163
15 H 1.683 0.338 -2.092
16 H 2.839 -0.462 -1.036
17 H 0.027 1.703 -2.094
18 H -1.264 2.562 -1.271
19 C -1.906 -1.380 1.493
20 C -2.078 -0.936 0.055
21 C -2.069 -2.075 -0.945
22 H -2.650 -2.129 1.784
23 H -2.012 -0.520 2.162
24 H -0.916 -1.822 1.635
25 H -3.010 -0.372 -0.038
26 H -1.062 -0.288 -0.216
27 H -2.763 -2.873 -0.660
28 H -1.064 -2.501 -1.023
29 H -2.365 -1.712 -1.934

Charges obtained by natural (NBO) population analysis, quoted in units of e:
1 C -0.61
2 C -0.09
3 C -0.62
4 C -0.62
5 C 0.67
6 N -0.85
7 O -0.64
8 H 0.20
9 H 0.23
10 H 0.21
11 H 0.21
12 H 0.24
13 H 0.21
14 H 0.21
15 H 0.19
16 H 0.22
17 H 0.40
18 H 0.41
19 C -0.62
20 C -0.34
21 C -0.61
22 H 0.20
23 H 0.23
24 H 0.20
25 H 0.20
26 H 0.18
27 H 0.20
28 H 0.20
29 H 0.21



--- x ---
Computed, not measured: a 2-piece molecular cluster, C8H19NO overall, with wB97M-V/def2-TZVPD.

Output
LUMO = 0.768 eV
Kohn-Sham gap = 9.7 eV
E_HOMO = -8.921 eV
SMILES = CCN(C)C(C)=O.CCC
net charge = 0

Cartesian coordinates (Å):
1 C 1.796 1.695 0.460
2 C 0.733 2.728 0.092
3 N -0.207 1.931 -0.819
4 C -0.232 2.256 -2.317
5 C -1.212 1.270 -0.122
6 C -1.063 0.808 1.263
7 O -2.024 0.618 -0.823
8 H 1.673 0.800 -0.187
9 H 1.836 1.615 1.532
10 H 2.959 2.020 0.254
11 H 0.121 3.059 0.848
12 H 1.238 3.551 -0.574
13 H 0.924 1.865 -2.660
14 H -1.103 1.995 -3.134
15 H -0.083 3.471 -2.192
16 H -2.118 0.677 1.776
17 H -0.699 -0.242 1.307
18 H -0.362 1.365 1.813
19 C -0.784 -2.175 -0.467
20 C 0.392 -2.886 -0.015
21 C 0.053 -3.793 1.240
22 H -1.662 -2.785 -0.501
23 H -1.105 -1.349 0.249
24 H -0.716 -1.420 -1.321
25 H 0.855 -3.327 -0.868
26 H 1.172 -2.177 0.326
27 H -0.796 -3.167 1.667
28 H -0.367 -4.726 1.153
29 H 0.780 -3.675 2.020

Charges obtained by natural (NBO) population analysis, quoted in units of e:
1 C -0.64
2 C -0.23
3 N -0.45
4 C -0.44
5 C 0.64
6 C -0.71
7 O -0.65
8 H 0.24
9 H 0.22
10 H 0.21
11 H 0.20
12 H 0.21
13 H 0.20
14 H 0.28
15 H 0.20
16 H 0.26
17 H 0.25
18 H 0.21
19 C -0.62
20 C -0.41
21 C -0.61
22 H 0.21
23 H 0.20
24 H 0.23
25 H 0.20
26 H 0.19
27 H 0.19
28 H 0.21
29 H 0.21



It comes down to w, which is 350.8 kJ/mol more stable than the next structure.